This record from the Open Molecules 2025 dataset describes a structure of composition C25H39N4ORhS2 in a non-equilibrium geometry. The level of theory is the ωB97M-V functional and the def2-TZVPD basis.

Output
Spin multiplicity = 1
Energy relative to the best compared isomer or geometry (same formula, charge and spin) = 235.6 kJ/mol
Strongest force on any atom = 3.56 eV Å⁻¹
Frontier orbital gap (alpha / beta) = 4.6 / 5.0 eV
Charge = +2

Each line ends with the Löwdin charge.
CARTESIAN COORDINATES (ANGSTROEM)
Rh (0.279, 0.103, 0.173)  0.9470
C (2.892, -1.695, -0.488)  -0.1609
N (1.483, -1.690, -0.298)  -0.0760
C (0.762, -2.759, -0.412)  -0.0496
C (-0.640, -2.652, -0.353)  -0.3123
C (-1.653, -3.640, -0.366)  -0.0045
C (-2.851, -2.970, -0.310)  -0.0408
C (-2.537, -1.576, -0.265)  -0.1138
N (-1.236, -1.390, -0.287)  -0.0342
C (3.307, -0.876, -1.699)  -0.2120
C (4.566, -1.093, -2.250)  -0.0291
C (4.948, -0.421, -3.400)  -0.0497
C (4.096, 0.510, -3.976)  -0.0577
C (2.854, 0.760, -3.405)  -0.0679
C (2.465, 0.070, -2.272)  -0.0899
H (3.288, -2.714, -0.584)  0.1413
H (3.358, -1.223, 0.392)  0.1333
H (1.220, -3.736, -0.569)  0.1593
H (-1.498, -4.700, -0.404)  0.1208
H (-3.841, -3.387, -0.310)  0.1105
H (-3.237, -0.761, -0.237)  0.1197
H (5.236, -1.800, -1.788)  0.1205
H (5.911, -0.625, -3.844)  0.1177
H (4.401, 1.047, -4.863)  0.1159
H (2.194, 1.490, -3.850)  0.1146
H (1.462, 0.246, -1.844)  0.0590
O (0.157, -0.261, 2.382)  -0.6392
S (-0.292, -1.426, 3.248)  1.0320
C (-1.518, -0.656, 4.386)  -0.2704
C (-0.860, -0.542, 5.755)  -0.2137
C (0.634, -0.365, 5.510)  -0.2269
C (1.015, -1.462, 4.533)  -0.2800
H (-2.414, -1.270, 4.399)  0.0992
H (-1.755, 0.315, 3.952)  0.0861
H (-1.032, -1.451, 6.332)  0.1256
H (-1.279, 0.294, 6.316)  0.1280
H (1.204, -0.431, 6.436)  0.1311
H (0.824, 0.610, 5.054)  0.1031
H (0.992, -2.448, 4.992)  0.1079
H (1.971, -1.302, 4.039)  0.1012
C (5.527, 5.042, 0.112)  -0.0977
C (4.055, 5.374, -0.116)  -0.2547
C (3.280, 4.277, -0.849)  -0.1821
C (3.270, 2.926, -0.125)  -0.1996
N (2.602, 2.986, 1.160)  0.0518
C (1.308, 2.805, 1.399)  -0.6706
S (0.199, 2.406, 0.117)  0.7628
N (0.848, 2.997, 2.632)  0.0369
C (-0.537, 3.035, 3.041)  -0.2182
C (-1.142, 4.439, 2.922)  -0.1821
C (-0.538, 5.471, 3.878)  -0.2400
C (0.807, 6.049, 3.440)  -0.0994
H (6.053, 5.921, 0.477)  0.0820
H (5.997, 4.730, -0.818)  0.0841
H (5.662, 4.252, 0.849)  0.0625
H (4.000, 6.278, -0.721)  0.1157
H (3.580, 5.604, 0.841)  0.0948
H (3.730, 4.115, -1.828)  0.1225
H (2.252, 4.608, -1.006)  0.1069
H (4.295, 2.602, 0.059)  0.1285
H (2.771, 2.176, -0.743)  0.0651
H (3.169, 3.365, 1.909)  0.1630
H (1.488, 3.389, 3.314)  0.1448
H (-0.584, 2.712, 4.083)  0.1237
H (-1.102, 2.333, 2.421)  0.0811
H (-2.205, 4.341, 3.144)  0.1220
H (-1.052, 4.784, 1.889)  0.1114
H (-0.449, 5.041, 4.878)  0.1129
H (-1.247, 6.295, 3.952)  0.1154
H (1.646, 5.392, 3.672)  0.0513
H (0.986, 6.986, 3.962)  0.0836
H (0.810, 6.262, 2.373)  0.0767